1.
C36H49N5P2ReSi as an isolated structure, computed with ωB97M-V/def2-TZVPD.

Computed properties:
charge	+2
2S+1	4
E_LUMO (alpha / beta)	-6.54 / -8.84	eV
expectation value of S²	3.8865
HOMO-LUMO gap (alpha / beta)	0.19633 / 0.11162	hartree

Cartesian coordinates (Å):
1 Re -1.72838 -1.54999 2.94478
2 C 0.19278 -2.48144 2.82111
3 C 0.22242 -1.07817 2.47866
4 C 0.45041 -0.60214 1.04259
5 C -0.85739 -0.19767 0.35767
6 C -2.03142 -0.88390 1.00922
7 C -2.06001 -2.34694 1.10612
8 C -0.90548 -3.23569 0.65932
9 C 0.10303 -3.56365 1.78062
10 C -3.77496 -0.99219 3.06898
11 H 0.67419 -2.77549 3.76365
12 H 0.66874 -0.42010 3.22270
13 H 0.97856 -1.36095 0.44933
14 H 1.11784 0.26928 1.07639
15 H -0.99624 0.89074 0.43228
16 H -0.81638 -0.42889 -0.71669
17 H -2.99161 -0.39812 0.82514
18 H -3.05188 -2.79016 0.97143
19 H -0.37715 -2.81757 -0.20599
20 H -1.34990 -4.18378 0.32988
21 H -0.18878 -4.49940 2.28421
22 H 1.09288 -3.77084 1.34157
23 H -4.22635 -1.33895 4.00596
24 H -4.38908 -1.28340 2.20583
25 H -3.66115 0.10569 3.08513
26 P 0.18265 2.57858 -4.59560
27 P 2.62460 2.78343 -2.81247
28 N -0.63224 1.27697 -5.42763
29 N -0.57643 3.85970 -5.57503
30 N 3.48394 1.24742 -2.77466
31 N 3.95827 3.71035 -2.13551
32 C 1.82553 2.47447 -5.46752
33 C 2.89785 3.17639 -4.61111
34 C -1.10193 0.14722 -4.73599
35 C -1.41056 -0.83901 -5.65704
36 C -1.12457 -0.31262 -6.96620
37 C -0.64605 0.98116 -6.79618
38 C -1.50296 4.75120 -5.01003
39 C -1.79793 5.74126 -5.93995
40 C -1.03078 5.46075 -7.12160
41 C -0.30612 4.29873 -6.87150
42 C 3.11556 0.20392 -1.91187
43 C 3.87569 -0.91700 -2.21556
44 C 4.73818 -0.56749 -3.30681
45 C 4.48191 0.76150 -3.62121
46 C 5.33287 3.67132 -2.40851
47 C 5.92339 4.82250 -1.89733
48 C 4.87686 5.60839 -1.29663
49 C 3.69217 4.91063 -1.45311
50 H 1.79535 2.92120 -6.47117
51 H 2.06216 1.40458 -5.59281
52 H 3.90394 2.90590 -4.96029
53 H 2.80916 4.27331 -4.69425
54 H -1.16360 0.17592 -3.66035
55 H -1.79543 -1.82538 -5.43161
56 H -1.25523 -0.82455 -7.90979
57 H -0.31706 1.70782 -7.52223
58 H -1.84876 4.59309 -4.00351
59 H -2.47705 6.57195 -5.79613
60 H -1.00424 6.04183 -8.03308
61 H 0.38047 3.76244 -7.50782
62 H 2.34890 0.36999 -1.17197
63 H 3.82485 -1.88027 -1.72096
64 H 5.45425 -1.20249 -3.81022
65 H 4.92654 1.38505 -4.37990
66 H 5.77375 2.83438 -2.92545
67 H 6.97278 5.07865 -1.94726
68 H 4.99106 6.57041 -0.81292
69 H 2.68056 5.13388 -1.15729
70 C -0.04295 0.04958 5.60081
71 Si -1.12697 -1.33527 6.21979
72 C -0.03489 -2.47522 7.21962
73 C -2.51251 -0.58869 7.21968
74 N -1.86191 -2.30063 4.93733
75 C -2.55209 -3.48203 5.09934
76 C -2.95369 -4.20241 3.95195
77 C -3.76616 -5.32820 4.04778
78 C -4.15351 -5.78168 5.31483
79 C -3.73913 -5.10764 6.46865
80 C -2.93274 -3.97389 6.38074
81 H 0.23181 0.65464 6.48428
82 H -0.54842 0.71230 4.88156
83 H 0.89007 -0.32029 5.14979
84 H 0.39680 -1.90999 8.06091
85 H -0.58128 -3.33853 7.62496
86 H 0.79217 -2.85226 6.59794
87 H -3.08979 0.12071 6.60623
88 H -3.19857 -1.35550 7.60845
89 H -2.07866 -0.04170 8.07234
90 H -2.64514 -3.81529 2.96056
91 H -4.08482 -5.83059 3.12865
92 H -4.78144 -6.66836 5.39562
93 H -4.04426 -5.46734 7.46071
94 H -2.61892 -3.45546 7.28570

Per-atom Löwdin charges, elementary charge units: atom 1 (Re): 1.53, atom 2 (C): -0.28, atom 3 (C): -0.31, atom 4 (C): -0.18, atom 5 (C): -0.20, atom 6 (C): -0.34, atom 7 (C): -0.32, atom 8 (C): -0.17, atom 9 (C): -0.19, atom 10 (C): -0.23, atom 11 (H): 0.11, atom 12 (H): 0.08, atom 13 (H): 0.11, atom 14 (H): 0.11, atom 15 (H): 0.11, atom 16 (H): 0.11, atom 17 (H): 0.10, atom 18 (H): 0.12, atom 19 (H): 0.11, atom 20 (H): 0.12, atom 21 (H): 0.11, atom 22 (H): 0.13, atom 23 (H): 0.01, atom 24 (H): 0.03, atom 25 (H): 0.03, atom 26 (P): 1.06, atom 27 (P): 1.02, atom 28 (N): -0.30, atom 29 (N): -0.20, atom 30 (N): -0.27, atom 31 (N): -0.28, atom 32 (C): -0.37, atom 33 (C): -0.39, atom 34 (C): -0.14, atom 35 (C): -0.07, atom 36 (C): -0.06, atom 37 (C): -0.14, atom 38 (C): 0.01, atom 39 (C): 0.03, atom 40 (C): 0.04, atom 41 (C): 0.00, atom 42 (C): -0.14, atom 43 (C): -0.08, atom 44 (C): -0.07, atom 45 (C): -0.16, atom 46 (C): -0.12, atom 47 (C): -0.07, atom 48 (C): -0.09, atom 49 (C): -0.17, atom 50 (H): 0.06, atom 51 (H): 0.10, atom 52 (H): 0.07, atom 53 (H): 0.09, atom 54 (H): 0.09, atom 55 (H): 0.10, atom 56 (H): 0.11, atom 57 (H): 0.09, atom 58 (H): 0.14, atom 59 (H): 0.13, atom 60 (H): 0.13, atom 61 (H): 0.12, atom 62 (H): 0.07, atom 63 (H): 0.09, atom 64 (H): 0.10, atom 65 (H): 0.09, atom 66 (H): 0.09, atom 67 (H): 0.10, atom 68 (H): 0.10, atom 69 (H): 0.09, atom 70 (C): -0.18, atom 71 (Si): 0.40, atom 72 (C): -0.15, atom 73 (C): -0.15, atom 74 (N): -0.13, atom 75 (C): -0.32, atom 76 (C): -0.02, atom 77 (C): -0.03, atom 78 (C): -0.03, atom 79 (C): -0.03, atom 80 (C): 0.00, atom 81 (H): 0.06, atom 82 (H): 0.04, atom 83 (H): 0.03, atom 84 (H): 0.05, atom 85 (H): 0.03, atom 86 (H): 0.04, atom 87 (H): 0.04, atom 88 (H): 0.03, atom 89 (H): 0.05, atom 90 (H): 0.08, atom 91 (H): 0.12, atom 92 (H): 0.12, atom 93 (H): 0.13, atom 94 (H): 0.09

---

2.
An isolated ion of composition C4H6IN2 and charge +1, computed with ωB97M-V/def2-TZVPD.

Computed properties:
charge	+1
E_LUMO	-3.88	eV
SMILES	C[n+]1cc[nH]c1I
HOMO-LUMO gap	0.36676	hartree

Cartesian coordinates (Å):
1 C 1.00196 0.47854 -1.43654
2 N 0.34283 0.08278 -0.19877
3 C -0.11022 -1.21173 -0.08293
4 C -0.91492 -1.26224 0.95774
5 N -0.96507 0.01369 1.52937
6 C -0.14872 0.86738 0.76909
7 I 0.04637 2.92092 1.00871
8 H 1.03313 1.62789 -1.60989
9 H 2.14529 0.14442 -1.54115
10 H 0.53535 0.08389 -2.27884
11 H 0.10557 -2.10984 -0.66953
12 H -1.44115 -2.01297 1.38169
13 H -1.63041 0.37727 2.17104

Per-atom Löwdin charges, elementary charge units: atom 1 (C): -0.03, atom 2 (N): -0.13, atom 3 (C): -0.03, atom 4 (C): -0.02, atom 5 (N): 0.10, atom 6 (C): -0.69, atom 7 (I): 1.06, atom 8 (H): 0.10, atom 9 (H): 0.16, atom 10 (H): 0.07, atom 11 (H): 0.16, atom 12 (H): 0.11, atom 13 (H): 0.15

---

3.
H16O8 as an isolated structure, computed with ωB97M-V/def2-TZVPD.

Computed properties:
E_LUMO	-0.58	eV
HOMO-LUMO gap	0.33491	hartree

Cartesian coordinates (Å):
1 O -0.31347 -2.45269 -1.61721
2 H -0.14036 -2.41062 -0.67673
3 H -0.86264 -1.68902 -1.79454
4 O 0.34850 2.78300 0.52322
5 H 0.26417 2.04471 -0.08014
6 H -0.16850 3.48135 0.12168
7 O 2.82490 1.36033 -0.03049
8 H 1.96752 1.14178 -0.39569
9 H 2.63019 1.75448 0.81978
10 O -1.46597 0.92938 0.45632
11 H -2.13940 1.45228 0.89141
12 H -1.82072 0.75929 -0.41632
13 O -1.73110 -1.45115 1.87854
14 H -1.97902 -2.31626 2.20468
15 H -1.06842 -1.62731 1.21066
16 O -0.07769 -2.40565 0.57576
17 H 0.74775 -2.81881 0.32242
18 H 0.10120 -1.46627 0.53344
19 O 0.84369 1.09632 -1.19515
20 H 1.42813 0.54394 -1.71433
21 H 0.50417 1.73866 -1.81832
22 O 0.09300 -0.53368 0.02840
23 H -0.71183 -0.08428 0.28633
24 H 0.72590 0.17021 -0.11373

Per-atom Löwdin charges, elementary charge units: atom 1 (O): -0.07, atom 2 (H): -0.17, atom 3 (H): 0.01, atom 4 (O): -0.03, atom 5 (H): -0.04, atom 6 (H): 0.05, atom 7 (O): -0.04, atom 8 (H): -0.11, atom 9 (H): 0.04, atom 10 (O): 0.04, atom 11 (H): 0.13, atom 12 (H): 0.11, atom 13 (O): -0.05, atom 14 (H): 0.05, atom 15 (H): -0.06, atom 16 (O): -0.03, atom 17 (H): 0.12, atom 18 (H): -0.23, atom 19 (O): -0.04, atom 20 (H): 0.15, atom 21 (H): 0.15, atom 22 (O): 0.07, atom 23 (H): -0.06, atom 24 (H): 0.03

---

4.
C31H38IrN4 as an isolated structure, computed with ωB97M-V/def2-TZVPD.

Computed properties:
charge	-1
2S+1	5
E_LUMO (alpha / beta)	2.81 / 2.80	eV
expectation value of S²	6.0388
HOMO-LUMO gap (alpha / beta)	0.11659 / 0.24807	hartree

Cartesian coordinates (Å):
1 Ir -0.32078 0.03753 0.92134
2 N 1.66209 1.99563 3.93420
3 N -2.05943 2.25436 -0.22630
4 C 0.42188 -2.03188 -0.07063
5 C -0.08538 -2.03643 1.28300
6 C 0.90114 -1.34761 2.09140
7 C 1.00570 -1.37584 3.59556
8 H 0.03483 -1.69890 3.98072
9 H 1.22995 -0.38585 4.03959
10 H 1.77924 -2.08326 3.91927
11 C 1.93197 -0.87610 1.21319
12 C 3.15358 -0.21270 1.73422
13 H 3.69529 -0.90875 2.39121
14 H 2.89062 0.65752 2.34493
15 H 3.81225 0.13615 0.93662
16 C 1.64220 -1.30545 -0.10340
17 C 2.51380 -1.10645 -1.29716
18 H 2.73554 -0.04414 -1.45138
19 H 2.04313 -1.47086 -2.21667
20 H 3.47096 -1.63487 -1.17176
21 C -1.22195 -2.86879 1.77260
22 H -0.84840 -3.86242 2.04835
23 H -1.98461 -2.98506 0.99681
24 H -1.69573 -2.41391 2.64325
25 C -0.12800 -2.87939 -1.16287
26 H 0.19676 -2.53490 -2.15060
27 H -1.22420 -2.86828 -1.15647
28 H 0.20544 -3.92083 -1.03722
29 C 2.20202 3.19019 4.19511
30 H 2.88415 3.24880 5.03753
31 C 1.90731 4.34463 3.44987
32 H 2.40013 5.29145 3.68116
33 C 0.99755 4.22856 2.40018
34 H 0.76133 5.09024 1.76140
35 C 0.37289 3.01895 2.16806
36 H -0.35315 2.87297 1.35633
37 C 0.72042 1.89028 2.96807
38 C 0.06437 0.57723 2.85028
39 H -0.70663 0.36107 3.60477
40 C -1.69131 0.95932 -0.11614
41 C -3.40233 2.29316 -0.47218
42 H -3.95343 3.20857 -0.41761
43 C -3.82882 1.03657 -0.82814
44 H -4.80005 0.71115 -1.13161
45 N -2.70917 0.20736 -0.81244
46 C -2.50375 -0.77554 -1.82276
47 C -3.46247 -1.80893 -1.92675
48 C -3.51699 -2.59008 -3.08597
49 H -4.28699 -3.36866 -3.15121
50 C -2.62212 -2.41386 -4.13563
51 C -2.72219 -3.24798 -5.37230
52 H -1.74410 -3.40602 -5.81904
53 H -3.35512 -2.77554 -6.12763
54 H -3.15643 -4.22135 -5.15034
55 C -1.67666 -1.39508 -4.02051
56 H -0.98259 -1.26175 -4.85320
57 C -1.60562 -0.55559 -2.90250
58 C -0.60205 0.55788 -2.91752
59 H -1.09513 1.53716 -3.02765
60 H 0.08024 0.44299 -3.77565
61 H 0.01750 0.56278 -2.00270
62 C -4.41557 -2.08440 -0.80894
63 H -5.28948 -1.41440 -0.81989
64 H -3.93065 -2.02871 0.17839
65 H -4.80793 -3.10405 -0.94742
66 C 4.62559 3.22275 1.29220
67 C 3.75940 3.50813 0.05820
68 C 2.69686 2.53011 -0.14175
69 N 1.77541 1.84563 -0.34722
70 H 4.02554 3.28445 2.20847
71 H 5.44247 3.94965 1.37341
72 H 5.05564 2.21596 1.23866
73 H 3.29265 4.49906 0.16123
74 H 4.38138 3.53633 -0.85042

Per-atom Löwdin charges, elementary charge units: atom 1 (Ir): 1.25, atom 2 (N): 0.07, atom 3 (N): -0.01, atom 4 (C): -0.29, atom 5 (C): -0.40, atom 6 (C): -0.39, atom 7 (C): -0.08, atom 8 (H): 0.08, atom 9 (H): 0.06, atom 10 (H): 0.08, atom 11 (C): -0.30, atom 12 (C): -0.04, atom 13 (H): 0.08, atom 14 (H): 0.06, atom 15 (H): 0.06, atom 16 (C): -0.28, atom 17 (C): -0.06, atom 18 (H): 0.05, atom 19 (H): 0.06, atom 20 (H): 0.08, atom 21 (C): -0.05, atom 22 (H): 0.08, atom 23 (H): 0.06, atom 24 (H): 0.07, atom 25 (C): -0.03, atom 26 (H): 0.07, atom 27 (H): 0.06, atom 28 (H): 0.09, atom 29 (C): -0.19, atom 30 (H): 0.09, atom 31 (C): -0.13, atom 32 (H): 0.09, atom 33 (C): -0.11, atom 34 (H): 0.10, atom 35 (C): -0.06, atom 36 (H): 0.06, atom 37 (C): -0.35, atom 38 (C): -0.22, atom 39 (H): 0.07, atom 40 (C): -0.45, atom 41 (C): -0.19, atom 42 (H): 0.07, atom 43 (C): -0.11, atom 44 (H): 0.08, atom 45 (N): -0.07, atom 46 (C): -0.15, atom 47 (C): -0.23, atom 48 (C): -0.03, atom 49 (H): 0.11, atom 50 (C): -0.29, atom 51 (C): -0.07, atom 52 (H): 0.07, atom 53 (H): 0.08, atom 54 (H): 0.07, atom 55 (C): -0.03, atom 56 (H): 0.11, atom 57 (C): -0.20, atom 58 (C): -0.05, atom 59 (H): 0.09, atom 60 (H): 0.07, atom 61 (H): 0.04, atom 62 (C): -0.06, atom 63 (H): 0.07, atom 64 (H): 0.08, atom 65 (H): 0.07, atom 66 (C): -0.09, atom 67 (C): -0.22, atom 68 (C): -0.19, atom 69 (N): 0.20, atom 70 (H): 0.05, atom 71 (H): 0.07, atom 72 (H): 0.07, atom 73 (H): 0.11, atom 74 (H): 0.11